(1)
The following is a DFT calculation (ωB97M-V with the def2-TZVPD basis set) of a structure of composition C47H47GeN8O6STi.

As for the max |F|: 1.0 eV Å⁻¹. Its spin multiplicity is 3. As for the frontier orbital gap (alpha / beta): 4.910 / 6.976 eV. The expectation value of S² is 2.03. Its energy above the lowest of the compared OMol25 structures with the same formula, charge and spin is 0.000 eV. As for the total charge: -1. For the HOMO energy (alpha / beta), the calculation gives -3.384 / -5.524 eV. Its molar mass is 972.5 u.

Each line ends with the Löwdin charge.
CARTESIAN COORDINATES (ANGSTROEM)
Ti: -0.024 -0.598 0.058  0.9150
C: 1.440 4.037 -0.628  -0.0613
O: 2.418 3.054 -0.906  -0.0909
C: 3.670 3.222 -0.396  -0.2356
C: 4.087 4.349 0.292  -0.0197
C: 5.386 4.430 0.784  -0.0890
C: 6.264 3.384 0.586  -0.0975
C: 5.842 2.248 -0.090  -0.0356
C: 4.552 2.141 -0.579  -0.2036
N: 4.167 0.979 -1.276  0.1367
C: 2.831 0.449 -1.184  -0.3459
N: 2.265 0.400 -2.394  0.1695
C: 1.285 -0.498 -2.886  -0.1905
C: 0.383 -1.138 -2.052  -0.1508
C: -0.493 -2.023 -2.713  -0.1587
C: -0.473 -2.233 -4.078  -0.1081
C: 0.441 -1.555 -4.885  -0.0454
C: 1.323 -0.683 -4.279  -0.2235
O: 2.277 0.048 -4.955  -0.1054
C: 2.366 -0.140 -6.347  -0.0933
N: 2.304 0.041 -0.077  0.1314
C: 3.241 -0.161 0.981  -0.2156
C: 3.590 0.815 1.897  -0.0323
C: 4.490 0.552 2.924  -0.0678
C: 5.048 -0.707 3.031  -0.0812
C: 4.706 -1.711 2.129  -0.0249
C: 3.798 -1.444 1.116  -0.2370
O: 3.379 -2.365 0.197  -0.0878
C: 3.791 -3.700 0.386  -0.0835
H: 0.517 3.670 -1.072  0.0699
H: 1.712 5.001 -1.070  0.0968
H: 1.302 4.156 0.451  0.1021
H: 3.398 5.165 0.450  0.1040
H: 5.698 5.311 1.325  0.1016
H: 7.272 3.434 0.972  0.0999
H: 6.518 1.410 -0.213  0.1154
H: 4.840 0.235 -1.130  0.1403
H: 2.856 0.811 -3.101  0.1421
H: -1.240 -2.560 -2.135  0.0901
H: -1.184 -2.911 -4.531  0.0992
H: 0.453 -1.712 -5.953  0.0948
H: 3.183 0.491 -6.689  0.0902
H: 1.443 0.164 -6.849  0.0944
H: 2.581 -1.184 -6.592  0.0934
H: 3.141 1.793 1.805  0.1230
H: 4.738 1.328 3.634  0.1160
H: 5.747 -0.925 3.827  0.1038
H: 5.138 -2.696 2.233  0.0992
H: 4.876 -3.804 0.281  0.0934
H: 3.291 -4.279 -0.386  0.0881
H: 3.486 -4.070 1.371  0.0981
C: -0.178 -4.999 0.145  -0.0798
C: 0.102 -3.698 -0.178  -0.1716
N: -0.558 -2.623 0.317  -0.0418
C: -1.581 -2.890 1.213  -0.1702
C: -1.928 -4.213 1.586  -0.1706
C: -1.228 -5.278 1.053  -0.0491
C: -2.983 -4.377 2.564  -0.0270
C: -3.606 -3.318 3.124  -0.0308
C: -3.271 -1.971 2.738  -0.1587
C: -3.868 -0.844 3.282  -0.0169
C: -3.493 0.418 2.837  -0.0533
C: -2.535 0.502 1.837  -0.1587
N: -1.930 -0.550 1.287  0.0290
C: -2.282 -1.793 1.738  -0.1649
H: 0.404 -5.792 -0.303  0.0915
H: 0.894 -3.451 -0.879  0.0993
H: -1.475 -6.292 1.332  0.0997
H: -3.246 -5.388 2.852  0.1070
H: -4.377 -3.456 3.873  0.1085
H: -4.617 -0.956 4.055  0.1132
H: -3.923 1.319 3.244  0.1018
H: -2.233 1.470 1.455  0.0985
O: 1.366 4.012 7.467  -0.3746
S: 2.206 3.350 8.445  0.3852
O: 3.568 3.850 8.517  -0.3676
O: 1.574 3.100 9.726  -0.3649
C: 2.457 1.674 7.770  -0.3399
N: 3.215 0.846 8.494  0.1229
C: 3.451 -0.347 7.984  -0.1243
C: 2.950 -0.758 6.753  -0.0049
C: 2.154 0.167 6.096  -0.2240
N: 1.909 1.375 6.602  0.1647
C: 1.564 -0.097 4.752  -0.1202
C: 1.504 -1.370 4.192  0.0191
C: 1.046 -1.517 2.897  -0.0905
N: 0.664 -0.477 2.155  -0.0305
C: 0.669 0.742 2.711  -0.1206
C: 1.098 0.982 3.997  0.0246
H: 4.076 -1.014 8.571  0.1056
H: 3.186 -1.729 6.343  0.0967
H: 1.818 -2.248 4.737  0.1116
H: 1.001 -2.490 2.418  0.1204
H: 0.352 1.563 2.073  0.1173
H: 1.111 1.977 4.415  0.1262
C: -2.810 3.345 -2.207  -0.2335
Ge: -2.518 1.421 -1.875  0.7273
C: -4.158 0.788 -0.993  -0.2253
C: -2.505 0.565 -3.639  -0.2142
C: -0.864 1.195 -0.903  -0.3956
H: -3.713 3.505 -2.798  0.0067
H: -1.966 3.766 -2.753  0.0070
H: -2.912 3.895 -1.272  0.0080
H: -4.986 0.964 -1.683  0.0134
H: -4.375 1.313 -0.065  0.0028
H: -4.116 -0.279 -0.772  0.0134
H: -3.281 1.036 -4.246  0.0127
H: -2.715 -0.499 -3.571  0.0066
H: -1.546 0.675 -4.144  0.0127
H: -0.115 1.570 -1.619  -0.0208
H: -0.933 1.971 -0.117  -0.0325

***

(2)
The following is a DFT calculation (ωB97M-V with the def2-TZVPD basis set) of a structure of composition C47H47GeOP2Ru.

As for the max |F|: 1.8 eV Å⁻¹. Its spin multiplicity is 2. As for the frontier orbital gap (alpha / beta): 6.186 / 6.993 eV. The expectation value of S² is 0.84. Its energy above the lowest of the compared OMol25 structures with the same formula, charge and spin is 3.183 eV. As for the total charge: +2. For the HOMO energy (alpha / beta), the calculation gives -13.534 / -13.781 eV. Its molar mass is 863.5 u.

Each line ends with the Löwdin charge.
CARTESIAN COORDINATES (ANGSTROEM)
Ru: -0.090 -0.373 0.358  0.8148
C: 1.128 2.506 3.696  -0.0162
C: 0.367 1.271 3.350  -0.2491
C: -0.994 1.155 3.633  -0.0136
C: -1.666 -0.039 3.408  -0.0548
C: -0.992 -1.145 2.902  -0.1040
C: 0.384 -1.063 2.628  -0.1906
C: 1.046 0.161 2.836  -0.0659
H: 1.273 2.553 4.775  0.1066
H: 0.589 3.404 3.404  0.0733
H: 2.105 2.500 3.220  0.0799
H: -1.510 1.989 4.083  0.1333
H: -2.704 -0.140 3.684  0.1179
H: -1.504 -2.094 2.831  0.0745
H: 0.975 -1.968 2.477  0.1100
H: 2.126 0.210 2.755  0.0948
O: 0.548 0.714 -2.309  -0.0847
C: 1.859 1.044 -2.595  -0.2482
C: 2.291 1.920 -3.586  0.0119
C: 3.648 2.141 -3.770  -0.0301
C: 4.587 1.519 -2.963  -0.0476
C: 4.166 0.664 -1.960  -0.0606
C: 2.808 0.425 -1.773  -0.2942
P: 2.189 -0.703 -0.489  1.0872
C: 2.183 -2.330 -1.311  -0.3468
C: 1.699 -3.433 -0.603  -0.1261
C: 1.700 -4.686 -1.190  -0.0562
C: 2.172 -4.846 -2.485  -0.0420
C: 2.635 -3.750 -3.196  -0.0439
C: 2.639 -2.492 -2.617  -0.0535
C: 3.588 -0.703 0.681  -0.3712
C: 4.322 -1.830 1.034  -0.0556
C: 5.392 -1.702 1.907  -0.0441
C: 5.713 -0.470 2.452  -0.0418
C: 4.968 0.651 2.120  -0.0559
C: 3.913 0.540 1.236  -0.1453
C: -0.471 1.453 -2.892  -0.2581
C: -0.624 1.592 -4.268  -0.0105
C: -1.610 2.428 -4.767  -0.0322
C: -2.433 3.139 -3.905  -0.0444
C: -2.346 2.929 -2.542  -0.0713
C: -1.389 2.056 -2.031  -0.2702
P: -1.442 1.587 -0.260  1.0666
C: -1.033 3.166 0.544  -0.3514
C: -1.949 4.064 1.080  -0.0722
C: -1.496 5.263 1.603  -0.0499
C: -0.145 5.576 1.582  -0.0543
C: 0.772 4.678 1.050  -0.0770
C: 0.330 3.474 0.542  -0.1178
C: -3.212 1.219 -0.057  -0.3609
C: -3.801 1.301 1.206  -0.1102
C: -5.113 0.901 1.387  -0.0574
C: -5.853 0.429 0.315  -0.0492
C: -5.273 0.340 -0.940  -0.0485
C: -3.952 0.702 -1.123  -0.0978
H: 1.589 2.433 -4.221  0.1098
H: 3.968 2.804 -4.560  0.1226
H: 5.639 1.704 -3.110  0.1181
H: 4.892 0.177 -1.326  0.1180
H: 1.327 -3.305 0.410  0.0841
H: 1.333 -5.542 -0.644  0.1118
H: 2.172 -5.823 -2.943  0.1185
H: 3.000 -3.871 -4.204  0.1183
H: 3.017 -1.644 -3.169  0.1085
H: 4.071 -2.798 0.624  0.1071
H: 5.985 -2.568 2.158  0.1179
H: 6.546 -0.379 3.132  0.1192
H: 5.223 1.610 2.542  0.1165
H: 3.342 1.417 0.953  0.1064
H: 0.012 1.037 -4.942  0.1321
H: -1.728 2.529 -5.835  0.1218
H: -3.157 3.835 -4.296  0.1189
H: -3.015 3.441 -1.864  0.1223
H: -3.005 3.838 1.085  0.1044
H: -2.202 5.962 2.023  0.1173
H: 0.197 6.516 1.987  0.1173
H: 1.823 4.923 1.040  0.1172
H: 1.034 2.748 0.139  0.0925
H: -3.233 1.683 2.040  0.0818
H: -5.564 0.958 2.365  0.1161
H: -6.872 0.109 0.460  0.1178
H: -5.855 -0.022 -1.774  0.1179
H: -3.503 0.586 -2.099  0.1119
C: -2.899 -4.756 -0.891  -0.1908
Ge: -2.294 -3.567 0.612  0.7908
C: -1.095 -4.671 1.776  -0.2059
C: -3.946 -3.038 1.600  -0.1965
C: -1.494 -2.004 -0.306  -0.2677
H: -3.347 -5.638 -0.447  0.0272
H: -2.066 -5.049 -1.522  0.0138
H: -3.640 -4.241 -1.492  0.0199
H: -1.712 -5.039 2.593  0.0250
H: -0.238 -4.154 2.200  -0.0066
H: -0.735 -5.527 1.213  0.0150
H: -4.229 -3.850 2.266  0.0274
H: -4.750 -2.886 0.886  0.0191
H: -3.839 -2.130 2.186  -0.0059
H: -2.344 -1.382 -0.612  -0.0277
H: -0.917 -2.327 -1.185  0.0013

***

Question: The lowest total charge belongs to which entry?
Answer: C47H47GeN8O6STi